# 1
Below is C16H17CuN8O3Se as an isolated structure, with properties calculated with ωB97M-V/def2-TZVPD.

Summary:
- Kohn-Sham gap (spin up / spin down) (eV) = 7.319 / 7.371
- energy (eV) = -144920.6255
- total charge = -1
- expectation value of S² = 0.753
- relative energy (zero: lowest compared OMol25 entry of this formula, charge and spin) (kcal/mol) = 8.7
- multiplicity = 2

Positions of all 46 atoms, in Å:
Cu (0.2736, 0.5851, -0.5881)
N (-1.1444, -1.0595, -0.5725)
C (-2.2630, -0.5982, 0.2753)
C (-2.4553, 0.9128, 0.1346)
O (-3.5826, 1.3889, 0.3056)
N (-1.3166, 1.5415, -0.1257)
C (-1.2858, 2.9438, -0.4786)
C (-0.1019, 3.2082, -1.4048)
O (0.0146, 4.3019, -1.9291)
O (0.7385, 2.2183, -1.5378)
H (-1.4403, -1.1567, -1.5369)
H (-0.7474, -1.9397, -0.2720)
H (-1.9899, -0.8046, 1.3118)
H (-3.2074, -1.0924, 0.0596)
H (-1.1487, 3.5863, 0.3990)
H (-2.2086, 3.2706, -0.9574)
Se (4.7927, -0.9643, -0.3231)
C (3.0453, -0.6242, -0.6295)
N (1.9135, -0.4512, -0.8279)
C (1.8780, -2.2017, 2.0969)
C (1.4858, -0.8330, 2.5383)
N (0.5702, -0.0826, 1.9811)
C (0.5388, 1.0958, 2.7116)
C (1.4563, 1.0535, 3.7080)
N (2.0688, -0.1833, 3.5867)
C (3.0808, -0.7269, 4.4464)
N (2.5730, -0.9378, 5.7925)
N (3.3144, -0.5294, 6.8452)
N (2.7091, -0.8268, 7.9394)
C (1.5205, -1.4486, 7.5985)
C (0.5048, -1.9480, 8.4226)
C (-0.5877, -2.5048, 7.8058)
C (-0.6825, -2.5617, 6.3915)
C (0.3083, -2.0759, 5.5722)
C (1.4243, -1.5213, 6.2226)
H (1.2114, -2.4982, 1.2908)
H (1.7971, -2.9335, 2.9057)
H (2.8959, -2.2186, 1.6980)
H (-0.1318, 1.8951, 2.4366)
H (1.7449, 1.7589, 4.4687)
H (3.9311, -0.0583, 4.5465)
H (3.4207, -1.6637, 4.0146)
H (0.5867, -1.8892, 9.5002)
H (-1.3980, -2.9005, 8.4040)
H (-1.5695, -2.9900, 5.9422)
H (0.2137, -2.0999, 4.4940)

Cartesian forces (eV/Å) of the 3 atoms listed first:
-0.425 0.007 -0.121
0.037 0.117 0.041
0.295 -0.126 0.029


# 2
Below is C16H17MoN3OS2 as an isolated structure, with properties calculated with ωB97M-V/def2-TZVPD.

Summary:
- Kohn-Sham gap (spin up / spin down) (eV) = 6.927 / 7.165
- energy (eV) = -46896.8596
- total charge = +2
- expectation value of S² = 2.016
- multiplicity = 3

Positions of all 40 atoms, in Å:
Mo (0.1623, -0.1520, 0.1265)
S (-2.8741, -0.9501, 3.2486)
C (-3.7731, -0.5204, 1.8537)
C (-2.9802, -0.2614, 0.7809)
C (-1.5947, -0.4156, 1.0883)
C (-1.4093, -0.7958, 2.4127)
C (-0.0674, -1.0054, 2.9484)
C (0.2578, -1.4420, 4.2179)
C (1.5928, -1.6104, 4.5515)
C (2.5787, -1.3388, 3.6117)
C (2.1960, -0.9000, 2.3638)
N (0.9031, -0.7349, 2.0391)
H (-4.8501, -0.4856, 1.9073)
H (-3.3716, 0.0174, -0.1864)
H (-0.5262, -1.6518, 4.9328)
H (1.8638, -1.9541, 5.5408)
H (3.6270, -1.4615, 3.8406)
H (2.9242, -0.6654, 1.5978)
C (0.7893, -2.0648, -3.5087)
C (0.3922, -2.4271, -2.0950)
C (-0.9383, -3.1407, -1.9959)
O (0.2930, -1.1886, -1.3263)
H (0.8810, -2.9742, -4.1009)
H (1.7500, -1.5511, -3.5292)
H (0.0254, -1.4350, -3.9659)
H (1.1793, -3.0097, -1.6127)
H (-1.7322, -2.5152, -2.4064)
H (-1.1739, -3.3910, -0.9612)
H (-0.8999, -4.0651, -2.5705)
S (1.1935, 1.9569, 0.5444)
C (0.6207, 3.1059, -0.6585)
N (1.2836, 3.1909, -1.8377)
C (0.9724, 4.1129, -2.7697)
C (-0.0470, 4.9867, -2.5135)
C (-0.6911, 4.8578, -1.2837)
N (-0.3607, 3.9331, -0.3819)
H (2.0671, 2.5653, -1.9917)
H (1.5626, 4.1122, -3.6757)
H (-0.3266, 5.7447, -3.2294)
H (-1.4993, 5.5241, -1.0061)

Cartesian forces (eV/Å) of the 3 atoms listed first:
0.100 -0.032 0.117
-0.069 -0.003 0.046
0.003 -0.027 0.044


# 3
Below is a 2-piece molecular cluster, C16H17N overall in a non-equilibrium geometry, with properties calculated with ωB97M-V/def2-TZVPD.

Summary:
- Kohn-Sham gap (spin up / spin down) (eV) = 2.394 / 6.070
- energy (eV) = -18353.9603
- total charge = -1
- expectation value of S² = 0.770
- relative energy (zero: lowest compared OMol25 entry of this formula, charge and spin) (kcal/mol) = 71.7
- multiplicity = 2

Positions of all 34 atoms, in Å:
C (-4.0075, -1.3585, 1.0069)
C (-1.4454, -1.8081, 0.4367)
C (-2.7729, -2.1847, 0.9160)
C (-0.4151, -2.6226, 0.4539)
C (-0.4826, -3.9148, 0.8913)
C (-2.8386, -3.5619, 1.3690)
C (-1.7530, -4.4628, 1.2790)
H (-1.3414, -0.7003, -0.0571)
H (0.7612, -2.3831, -0.0142)
H (-4.7880, -1.8212, 0.4578)
H (-3.9606, -0.2808, 0.7810)
H (0.5401, -4.5772, 0.7786)
H (-3.7771, -4.0366, 1.7579)
H (-2.0217, -5.4154, 1.4987)
H (-4.4274, -1.4167, 1.9836)
C (4.0574, 3.0634, -1.4484)
C (1.0169, 1.3908, 0.0078)
C (1.6149, 2.1518, -0.9881)
C (3.0039, 2.1881, -0.8141)
C (3.3381, 1.2663, 0.1389)
C (-0.3319, 1.3568, 0.2312)
C (-1.1452, 1.9870, -0.6308)
C (-0.5934, 2.7477, -1.6574)
C (0.8085, 2.9102, -1.8745)
N (2.0962, 0.7678, 0.6124)
H (-0.6734, 0.7719, 1.1201)
H (-2.2338, 1.9849, -0.4602)
H (1.9733, -0.1308, 1.1728)
H (-1.5016, 3.4502, -2.2086)
H (4.2080, 0.7580, 0.4797)
H (1.1083, 3.5136, -2.7225)
H (4.4196, 3.8579, -0.7271)
H (3.8059, 3.7010, -2.3141)
H (4.9106, 2.4596, -1.7179)

Cartesian forces (eV/Å) of the 3 atoms listed first:
0.281 0.919 0.014
-5.053 5.399 -1.219
2.753 -2.494 0.503